C3H4ClNO | ωB97M-V/def2-TZVPD

Structure (XYZ):
```
10
Properties=species:S:1:pos:R:3:forces:R:3
C 1.676 0.308 0.394 -2.593 0.806 -2.877
C -0.871 -0.380 0.145 -0.244 1.250 -0.775
C 0.004 -0.300 -0.983 1.884 3.876 -0.383
N -0.856 -1.384 0.852 -2.147 -2.392 3.960
O 1.911 1.449 0.492 0.250 -1.772 0.489
Cl -1.796 1.189 0.486 0.402 -0.978 -0.083
H 1.886 -0.701 0.763 0.379 0.259 0.660
H 0.309 -1.133 -1.571 0.056 -1.021 0.350
H -0.155 0.582 -1.674 0.240 -0.888 1.092
H -1.524 -1.499 1.725 1.774 0.861 -2.433
```
Forces are in eV/Å.

Values from the calculation:
- Total charge: 0
- Relative energy (zero: lowest compared OMol25 entry of this formula, charge and spin): 303.9 kJ/mol
- 2S+1: 1
- Orbital gap (alpha / beta): 9.01 / 9.01 eV